--- i ---
15
Properties=species:S:1:pos:R:3 method="wB97M-V/def2-TZVPD" total_charge=+1 e_lumo_ev=-3.5 e_homo_ev=-13.17 homo_lumo_gap_ev=9.714
H 2.2283 -0.3246 0.6373
H -2.9065 0.9344 -1.9077
C 1.1094 0.3429 2.1504
S -0.5782 0.2836 -1.4302
H 1.0080 0.4075 -0.1248
H 1.8702 0.2531 2.9364
S -0.0043 -1.7969 -1.3783
H -2.6767 -0.8390 -1.8999
H 2.3403 1.2392 0.4389
H -2.6120 0.0324 -0.3659
N 1.6519 0.5325 0.7133
H -0.0627 -2.0129 -2.7374
C -2.3480 0.0827 -1.4404
H 0.6140 1.3041 2.4032
H 0.3662 -0.4390 2.0051



--- ii ---
15
Properties=species:S:1:pos:R:3 method="wB97M-V/def2-TZVPD" total_charge=+1 e_lumo_ev=-3.9 e_homo_ev=-13.09 homo_lumo_gap_ev=9.201
H -0.6203 -0.0885 1.4367
H -1.5314 0.0274 -1.5080
H -0.8840 -1.6902 1.5000
H -1.9505 -0.6981 0.6521
H 1.0681 1.1910 1.5447
H -0.4342 1.0380 -0.5570
H -0.1105 1.3913 -3.0130
S 0.5823 0.3086 -2.6221
C -0.4949 0.1287 -1.1648
C -0.1237 -1.0282 -0.3157
H 2.5407 2.2725 1.6264
H -0.2886 -2.0537 -0.7064
H 0.9343 -0.9817 0.0422
N -0.9688 -0.8720 0.9229
S 2.2816 1.0549 2.1620



Most stable structure - i; separation to the second - 6.3 kJ/mol.